Model w:
# C2H4ClP

A 2-piece molecular cluster, C2H4ClP overall (ωB97M-V with the def2-TZVPD basis set, the OMol25 dataset).

Output
molecular weight	94.5	g/mol
orbital gap	7.67	eV

```
! wB97M-V def2-TZVPD RIJCOSX def2/J DEFGRID3
* xyz 0 1
H 0.808 -1.025 -0.264
H 0.122 -1.022 1.423
P -1.446 -0.891 -0.743
C 0.013 -0.711 0.261
H -0.112 1.241 -0.883
Cl -0.247 -1.294 -3.375
C -0.597 0.613 -0.198
H -1.059 1.290 0.455
*
```


Model x:
# C2H4ClP

One molecule with the formula C2H4ClP (ωB97M-V with the def2-TZVPD basis set, the OMol25 dataset).

Output
molecular weight	94.5	g/mol
SMILES	C=[PH]=CCl
orbital gap	7.44	eV

```
! wB97M-V def2-TZVPD RIJCOSX def2/J DEFGRID3
* xyz 0 1
H 1.286 -1.501 0.480
C -1.110 -0.009 0.018
H 2.040 1.627 -0.514
Cl 3.531 -0.095 -0.007
H -1.389 0.923 -0.666
H -1.860 -0.800 -0.050
P 0.633 -0.350 -0.044
C 2.028 0.691 -0.041
*
```


It is model w that is the most stable of them.


Model w:
# C20H26NO3

An isolated ion of composition C20H26NO3 and charge +1 (ωB97M-V with the def2-TZVPD basis set, the OMol25 dataset).

Output
molecular weight	328.4	g/mol
SMILES	C#CC[N@@+]1(C)[C@@H]2CC[C@H]1C[C@H](OC(=O)[C@@H](CO)c1ccccc1)C2
orbital gap	9.06	eV

```
! wB97M-V def2-TZVPD RIJCOSX def2/J DEFGRID3
* xyz 1 1
C 1.198 -1.165 0.044
H -1.770 2.862 -1.295
C -0.889 0.444 -1.316
H -2.839 0.502 -2.229
H 0.064 1.844 0.031
C -2.377 0.779 -1.279
H -0.684 1.016 2.100
N -3.060 0.056 -0.160
C -0.187 0.778 0.014
H 3.872 -2.283 -1.692
C -3.833 -2.515 2.053
H 3.411 0.508 -1.537
H 4.065 -1.387 2.230
H -0.723 -0.601 -1.572
C 5.193 0.391 1.870
C 4.831 1.453 -0.246
H -3.260 -1.858 -1.014
O 0.249 -1.915 0.053
O 1.095 0.159 0.080
C -2.805 -1.415 -0.123
C 5.474 1.414 0.980
H -1.880 2.873 1.055
C -3.376 -2.016 1.066
C 3.628 -0.556 0.305
C -4.524 0.220 -0.254
C 2.635 -1.636 -0.040
H -4.994 -0.318 0.569
H 2.397 -1.603 -3.281
H -3.616 2.689 0.966
C -2.518 0.802 1.021
H 2.345 -3.196 -1.513
H 2.742 -2.473 0.656
H 5.049 2.247 -0.945
H -4.879 -0.201 -1.193
H -3.503 2.646 -1.378
H 5.693 0.353 2.826
C 2.802 -2.198 -1.469
H 6.193 2.176 1.240
C -2.672 2.274 0.614
C 3.912 0.475 -0.582
H -4.817 1.262 -0.206
H -1.736 -1.643 -0.133
C -1.051 0.444 1.246
H -3.099 0.539 1.908
H -0.423 1.026 -2.113
C -2.594 2.257 -0.923
H -0.947 -0.607 1.509
O 2.155 -1.338 -2.387
H -4.226 -2.975 2.911
C 4.275 -0.588 1.533
*
```


Model x:
# C20H26NO3

An isolated ion of composition C20H26NO3 and charge +1 (ωB97M-V with the def2-TZVPD basis set, the OMol25 dataset).

Output
molecular weight	328.4	g/mol
SMILES	CCOC(=O)[C@@H](C=[N+]1CCOCC1)[C@]1(c2ccccc2)C=CCC1
orbital gap	7.85	eV

```
! wB97M-V def2-TZVPD RIJCOSX def2/J DEFGRID3
* xyz 1 1
H -4.512 0.474 0.537
C -1.750 -0.683 -1.215
H -1.385 -1.723 -1.186
C 1.916 1.549 -1.621
O -2.578 -1.686 2.128
C -3.314 -0.624 -1.040
H -3.628 -3.464 2.287
H 3.613 -1.338 3.421
H 0.732 -0.236 -1.933
C 0.379 1.933 0.699
N 1.615 -2.348 0.921
H -3.833 -0.197 -1.920
H -0.177 2.058 1.599
H 1.120 -2.380 2.966
C -0.622 -1.235 0.903
C 0.450 -2.097 0.354
H 2.064 -4.325 0.337
H -3.707 -1.633 -0.935
H -5.495 -2.212 3.551
C -1.793 -2.171 1.163
H -1.477 -0.221 -2.150
H 1.629 3.633 1.026
C 2.528 -3.333 0.256
H 2.583 -3.085 -0.809
O 4.184 -2.202 1.683
H 4.009 -4.257 1.431
C 2.148 2.675 -0.819
C 1.857 -1.895 2.315
C 1.436 2.799 0.361
H -0.280 -0.663 1.754
H -4.382 -0.824 3.716
C -2.332 0.680 0.709
H 3.274 -3.123 3.339
H 2.483 1.397 -2.535
H 1.685 -0.814 2.374
H -4.499 -2.156 1.427
C -1.130 -0.023 0.044
H -2.232 1.426 1.486
H 4.670 -3.283 0.045
C -3.832 -2.380 2.269
H 0.202 -2.617 -0.577
C -4.439 -1.902 3.545
H -4.013 -2.434 4.396
H 2.888 3.418 -1.119
C 0.893 0.650 -1.303
C 3.925 -3.331 0.847
C 0.061 0.895 -0.218
C -3.501 0.207 0.192
O -2.072 -3.200 0.531
C 3.272 -2.171 2.786
*
```


It is model w that is the most stable of them.